# 1
# C4H8O3Ru

A molecular structure, C4H8O3Ru (wB97M-V/def2-TZVPD, the Open Molecules 2025 dataset).

Positions of all 16 atoms, in Å:
C: 1.549 -0.656 -0.407
H: -1.707 -1.600 0.827
O: 0.507 -0.815 0.527
H: -2.910 -1.423 -0.076
H: -3.273 0.784 -0.702
H: 3.240 0.478 0.220
H: -1.632 0.633 -1.484
C: -2.027 -0.811 0.144
H: 2.507 1.001 -1.366
O: 1.658 1.742 0.330
H: 2.281 -1.470 -0.249
Ru: 0.138 0.990 1.123
O: -1.745 0.708 0.728
C: -2.232 0.463 -0.584
H: 1.125 -0.751 -1.428
C: 2.291 0.685 -0.324

Summary:
E_LUMO (alpha / beta) (eV): -4.679 / -6.297
Multiplicity: 6
Expectation value of S²: 8.769
Orbital gap (alpha / beta) (eV): 8.320 / 8.034
Largest force on an atom (hartree/bohr): 0.082
HOMO (alpha / beta) (eV): -13.0 / -14.3
Net charge: +1

# 2
# C11H28ClN2O7PS

3 unconnected molecules or ions with the total composition C11H28ClN2O7PS (wB97M-V/def2-TZVPD, the Open Molecules 2025 dataset).

Positions of all 51 atoms, in Å:
H: -7.006 -3.500 3.170
H: 4.374 -1.233 -1.416
H: 3.484 1.885 0.210
H: -4.322 -0.888 1.817
H: 3.362 5.866 0.118
N: 0.437 -1.427 -2.589
H: -7.087 -0.309 0.749
H: 1.955 3.839 0.255
O: 1.427 0.709 -1.457
O: -4.188 -2.933 1.441
O: -6.800 -1.762 2.128
C: 5.703 4.176 0.223
O: -0.233 -1.721 -0.383
H: 3.464 -1.464 -3.680
C: 3.569 -1.918 -1.686
H: 3.252 6.757 1.653
H: 2.872 -1.943 -0.847
S: -0.950 -4.477 -0.788
H: -6.740 -3.712 1.431
H: 1.635 -3.115 -2.741
H: 5.467 4.787 1.097
H: -6.123 -1.683 0.160
C: 2.580 3.592 1.122
P: 0.202 0.268 -2.441
H: 6.465 3.438 0.501
N: 2.872 -1.410 -2.862
H: 1.512 -2.190 -4.231
C: -4.968 -3.296 2.567
H: 4.427 2.583 1.536
H: -2.786 -1.655 2.293
H: 1.758 1.590 -1.673
H: 3.988 -2.923 -1.829
H: 1.772 6.192 0.852
C: -6.449 -3.123 2.308
C: 3.803 2.826 0.669
C: 2.820 5.951 1.063
C: -0.142 -2.111 -1.511
C: -6.979 -1.392 0.775
C: -3.589 -1.652 1.548
H: -4.768 -4.349 2.788
H: 1.992 2.956 1.790
H: -7.885 -1.847 0.360
O: 2.922 4.768 1.832
O: 4.551 3.543 -0.299
H: -1.888 -3.812 -0.092
C: 1.646 -2.099 -3.154
H: -3.159 -1.412 0.577
H: -4.675 -2.705 3.441
Cl: 0.977 0.817 -4.288
H: 6.104 4.814 -0.563
O: -0.656 -3.296 -1.945

Summary:
E_LUMO (eV): 0.547
Orbital gap (eV): 9.590
Largest force on an atom (hartree/bohr): 0.017
Structure (SMILES): CNCN(C(=O)OS)P(O)Cl.COCCOC.COCCOC
HOMO (eV): -9.0

# 3
# C11H25AlClIN2OP2

A molecular structure, C11H25AlClIN2OP2 (wB97M-V/def2-TZVPD, the Open Molecules 2025 dataset).

Positions of all 44 atoms, in Å:
O: 0.849 0.983 1.706
N: -2.022 -2.321 0.888
H: 2.016 -1.401 -2.969
H: 1.044 -3.142 0.424
H: -2.663 -3.398 2.675
P: -0.265 -1.519 -3.879
H: 3.239 2.234 2.487
N: -0.888 -2.292 0.135
H: -2.224 0.019 -3.870
Al: -0.585 -1.676 -1.665
H: 2.768 1.432 0.660
H: -0.187 -4.486 2.429
H: 1.790 2.845 3.458
C: 1.177 2.330 1.374
C: -0.620 -3.741 1.791
H: -0.072 -0.074 3.077
I: -0.393 3.602 0.183
C: -0.705 3.818 3.244
C: 0.008 -3.140 0.717
Cl: -1.195 0.296 -1.155
C: -1.869 -3.161 1.945
H: 1.883 -1.321 -4.789
H: -1.568 -3.479 -3.245
H: -0.248 4.667 2.774
H: -1.745 4.133 3.379
C: -0.765 -3.321 -3.967
H: -1.659 -0.548 -5.500
H: 2.475 3.222 0.123
H: -1.661 0.419 3.744
C: -1.354 -0.183 -4.517
C: 2.224 2.767 2.435
H: -1.106 -3.437 -5.001
C: -0.669 0.738 3.479
H: 0.062 -3.991 -3.686
H: -0.127 1.121 4.339
C: 2.100 2.190 0.225
H: 2.521 3.791 2.127
P: -0.676 2.128 2.278
H: -0.771 0.752 -4.578
H: 1.523 0.135 -3.751
H: -0.192 3.666 4.177
H: 1.677 1.810 -0.695
H: -2.594 -1.495 0.829
C: 1.467 -0.969 -3.836

Summary:
E_LUMO (alpha / beta) (eV): -8.468 / -8.468
Orbital gap (alpha / beta) (eV): 3.239 / 3.238
Largest force on an atom (hartree/bohr): 0.107
HOMO (alpha / beta) (eV): -11.7 / -11.7
Net charge: +2

# 4
# C7H15N

C7H15N in the gas phase (wB97M-V/def2-TZVPD, the Open Molecules 2025 dataset).

Positions of all 23 atoms, in Å:
H: 2.056 -1.913 0.941
C: 2.682 0.597 0.741
H: -3.707 -0.234 -0.818
H: -2.240 0.317 0.958
N: 1.520 -1.467 0.216
H: -0.604 -1.001 -1.411
H: -1.510 -1.289 1.034
H: -1.347 0.540 -1.456
H: -0.763 2.491 -0.010
C: 1.386 -0.095 0.212
H: 0.581 -1.863 0.153
H: 2.536 1.380 1.511
H: 0.343 2.314 -1.401
C: -1.871 -0.518 0.330
C: -0.839 -0.129 -0.741
H: -3.766 -1.377 0.611
C: 0.351 0.625 -0.266
H: 3.176 1.171 -0.084
C: 0.310 2.112 -0.306
H: 3.384 -0.150 1.129
C: -3.204 -1.033 -0.268
H: -2.870 -1.961 -0.766
H: 1.296 2.524 -0.033

Summary:
E_LUMO (eV): 1.039
Orbital gap (eV): 8.479
Largest force on an atom (hartree/bohr): 0.067
Structure (SMILES): CCC/C(C)=C(/C)N
HOMO (eV): -7.4

# 5
# C5H4NO5W

A molecular structure, C5H4NO5W (wB97M-V/def2-TZVPD, the Open Molecules 2025 dataset).

Positions of all 16 atoms, in Å:
O: 2.920 1.618 1.640
H: -1.089 1.931 1.341
H: -1.657 0.521 1.850
O: 0.253 2.361 -2.343
C: 1.681 -1.093 -1.368
N: -1.383 1.021 1.015
O: -2.267 -1.517 -1.901
W: 0.077 -0.245 -0.293
C: 2.090 1.214 0.968
O: -0.309 -3.024 1.329
H: 0.698 -0.723 1.323
C: -1.375 -0.998 -1.357
H: -2.235 1.186 0.503
O: 2.494 -1.718 -1.920
C: 0.258 1.459 -1.610
C: -0.156 -1.992 0.820

Summary:
E_LUMO (alpha / beta) (eV): -16.109 / -17.171
Multiplicity: 3
Expectation value of S²: 2.029
Orbital gap (alpha / beta) (eV): 8.809 / 8.427
Largest force on an atom (hartree/bohr): 0.193
HOMO (alpha / beta) (eV): -24.9 / -25.6
Net charge: +3

# 6
# C3H5F3

C3H5F3 in the gas phase (wB97M-V/def2-TZVPD, the Open Molecules 2025 dataset).

Positions of all 11 atoms, in Å:
C: -1.197 -0.155 -0.022
H: 2.190 0.197 0.074
H: 0.079 1.441 -0.584
F: -1.706 -0.678 1.134
C: 0.032 0.673 0.148
F: -0.988 -1.198 -0.867
C: 1.213 -0.280 -0.041
F: -2.113 0.610 -0.625
H: -0.010 1.274 1.116
H: 1.306 -1.036 0.733
H: 1.192 -0.848 -1.067

Summary:
E_LUMO (eV): 1.003
Orbital gap (eV): 13.445
Largest force on an atom (hartree/bohr): 0.048
Structure (SMILES): CCC(F)(F)F
HOMO (eV): -12.4

# 7
# C5H14N3O

A molecular structure, C5H14N3O (wB97M-V/def2-TZVPD, the Open Molecules 2025 dataset).

Positions of all 23 atoms, in Å:
C: 0.165 -0.723 2.151
H: 1.234 -2.705 0.850
N: -3.233 0.820 -0.706
H: 0.913 -0.508 -2.689
C: 0.601 -0.744 0.632
H: 2.150 0.578 -2.134
C: -1.998 1.197 -0.917
H: 2.622 -1.375 0.624
H: -3.989 1.329 -0.498
H: -3.362 -0.226 -0.454
H: 0.744 0.996 -3.369
H: -0.300 -1.020 0.068
O: 0.960 0.529 0.229
H: -0.385 -1.629 2.438
N: 0.246 0.967 -1.290
N: -1.007 0.439 -1.222
H: -1.964 2.301 -1.110
H: 0.330 2.118 -1.156
H: 1.012 -0.891 2.682
C: 1.083 0.486 -2.396
H: 1.706 -1.921 -0.772
H: -0.461 0.085 2.487
C: 1.678 -1.803 0.348

Summary:
E_LUMO (eV): -4.642
Orbital gap (eV): 9.481
Largest force on an atom (hartree/bohr): 0.145
HOMO (eV): -14.1
Net charge: +1

# 8
# C4H4N2

C4H4N2 in the gas phase (wB97M-V/def2-TZVPD, the Open Molecules 2025 dataset).

Positions of all 10 atoms, in Å:
C: 0.259 -0.118 0.068
H: -0.126 -1.781 1.105
C: 0.353 -1.520 0.100
N: 0.514 -2.719 -0.024
H: 1.976 0.921 0.059
H: 0.909 1.426 1.211
N: 1.272 0.614 0.725
H: -2.518 1.605 -1.635
C: -0.872 0.488 -0.528
C: -1.767 1.085 -1.082

Summary:
E_LUMO (alpha / beta) (eV): -0.701 / -0.708
Orbital gap (alpha / beta) (eV): 7.012 / 7.008
Largest force on an atom (hartree/bohr): 0.017
HOMO (alpha / beta) (eV): -7.7 / -7.7

Please write out number 3 again, unchanged.
# C11H25AlClIN2OP2

A molecular structure, C11H25AlClIN2OP2 (wB97M-V/def2-TZVPD, the Open Molecules 2025 dataset).

Positions of all 44 atoms, in Å:
O: 0.849 0.983 1.706
N: -2.022 -2.321 0.888
H: 2.016 -1.401 -2.969
H: 1.044 -3.142 0.424
H: -2.663 -3.398 2.675
P: -0.265 -1.519 -3.879
H: 3.239 2.234 2.487
N: -0.888 -2.292 0.135
H: -2.224 0.019 -3.870
Al: -0.585 -1.676 -1.665
H: 2.768 1.432 0.660
H: -0.187 -4.486 2.429
H: 1.790 2.845 3.458
C: 1.177 2.330 1.374
C: -0.620 -3.741 1.791
H: -0.072 -0.074 3.077
I: -0.393 3.602 0.183
C: -0.705 3.818 3.244
C: 0.008 -3.140 0.717
Cl: -1.195 0.296 -1.155
C: -1.869 -3.161 1.945
H: 1.883 -1.321 -4.789
H: -1.568 -3.479 -3.245
H: -0.248 4.667 2.774
H: -1.745 4.133 3.379
C: -0.765 -3.321 -3.967
H: -1.659 -0.548 -5.500
H: 2.475 3.222 0.123
H: -1.661 0.419 3.744
C: -1.354 -0.183 -4.517
C: 2.224 2.767 2.435
H: -1.106 -3.437 -5.001
C: -0.669 0.738 3.479
H: 0.062 -3.991 -3.686
H: -0.127 1.121 4.339
C: 2.100 2.190 0.225
H: 2.521 3.791 2.127
P: -0.676 2.128 2.278
H: -0.771 0.752 -4.578
H: 1.523 0.135 -3.751
H: -0.192 3.666 4.177
H: 1.677 1.810 -0.695
H: -2.594 -1.495 0.829
C: 1.467 -0.969 -3.836

Summary:
E_LUMO (alpha / beta) (eV): -8.468 / -8.468
Orbital gap (alpha / beta) (eV): 3.239 / 3.238
Largest force on an atom (hartree/bohr): 0.107
HOMO (alpha / beta) (eV): -11.7 / -11.7
Net charge: +2